No. 1
A 8-piece molecular cluster, C35H66ClN2O17PS7 overall in a non-equilibrium geometry, computed with ωB97M-V with the def2-TZVPD basis set.

Geometry as ORCA input:
```
! RIJCOSX wB97M-V def2-TZVPD def2/J DEFGRID3
* xyz 0 1
C 6.2814 -0.1386 -3.3806
C 6.6037 1.3952 -3.8800
C 5.5776 1.7088 -5.1308
Cl 6.6240 2.6196 -6.4151
C 4.3271 2.7012 -4.7589
C 4.8949 4.1420 -4.1384
N 5.4053 5.1650 -3.4952
C 3.2664 2.1061 -3.6599
C 2.1577 3.3173 -3.3486
N 1.2709 4.2905 -3.3226
P 2.2480 0.6005 -4.2448
O 2.6435 -0.6520 -3.3121
O 0.5535 0.9237 -3.8727
O 2.5275 0.1122 -5.8928
H 6.3410 -0.1327 -2.2065
H 5.1994 -0.3975 -3.7779
H 7.0469 -0.9245 -3.8121
H 7.6941 1.3625 -4.3585
H 6.5919 2.1974 -3.0279
H 5.2622 0.7016 -5.6670
H 3.6902 3.0007 -5.7175
H 3.8382 1.8246 -2.6723
H 0.1340 1.4965 -4.5796
H 1.6070 -0.0826 -6.2861
O 2.4108 0.8454 0.0839
S 1.1559 0.5950 0.7610
O 0.8447 -0.6828 1.3700
C 0.8976 1.8826 1.9656
C 0.1686 2.9749 1.1972
C -0.8743 2.2552 0.3435
C -0.1807 1.0695 -0.3252
H 1.8553 2.2104 2.3736
H 0.2683 1.4744 2.7620
H -0.2911 3.7027 1.8722
H 0.8716 3.5109 0.5483
H -1.6854 1.8931 0.9868
H -1.3191 2.9233 -0.4006
H -0.8621 0.2247 -0.4532
H 0.2502 1.3502 -1.2902
O -3.7190 -2.4332 3.8144
S -3.0596 -3.6404 3.3628
O -3.7954 -4.8252 2.9690
C -1.9249 -3.2096 2.0580
C -0.6299 -2.8732 2.7822
C -0.4687 -3.9432 3.8610
C -1.8168 -4.0925 4.5640
H -2.3220 -2.3749 1.4778
H -1.8015 -4.0885 1.4182
H 0.2218 -2.8568 2.0959
H -0.7072 -1.8847 3.2506
H -0.1898 -4.8947 3.3921
H 0.3213 -3.6844 4.5728
H -1.9871 -5.1206 4.8935
H -1.9027 -3.4098 5.4139
O -0.4693 0.1468 -6.1234
S -1.8126 0.3850 -6.6081
O -2.4232 1.6992 -6.5868
C -1.9451 -0.2826 -8.2550
C -2.3686 -1.7282 -8.0413
C -3.4347 -1.6901 -6.9475
C -2.9137 -0.7874 -5.8304
H -0.9905 -0.1870 -8.7750
H -2.7202 0.2809 -8.7831
H -2.7492 -2.1760 -8.9639
H -1.5127 -2.3242 -7.7028
H -4.3625 -1.2723 -7.3568
H -3.6641 -2.6918 -6.5709
H -3.7264 -0.2495 -5.3358
H -2.3390 -1.3544 -5.0929
O -6.0632 -1.1445 -6.2796
S -6.9889 -0.0391 -6.1480
O -7.0381 0.7943 -4.9633
C -6.8244 1.0086 -7.5801
C -7.8000 0.4213 -8.5891
C -9.0652 0.0917 -7.7985
C -8.6338 -0.6276 -6.5215
H -5.7905 1.0044 -7.9295
H -7.1202 2.0211 -7.2897
H -8.0021 1.1198 -9.4063
H -7.3851 -0.4967 -9.0223
H -9.5863 1.0215 -7.5400
H -9.7588 -0.5218 -8.3820
H -9.3000 -0.3984 -5.6860
H -8.5810 -1.7097 -6.6700
O 9.1914 2.3578 -3.9091
S 10.2049 2.7701 -4.8572
O 10.6419 1.9180 -5.9450
C 9.7435 4.3579 -5.5219
C 10.3571 5.3616 -4.5571
C 11.7583 4.8363 -4.2486
C 11.6329 3.3433 -3.9495
H 8.6568 4.4341 -5.5876
H 10.1885 4.4459 -6.5175
H 10.3859 6.3669 -4.9875
H 9.7668 5.4045 -3.6340
H 12.4040 4.9844 -5.1227
H 12.2149 5.3701 -3.4093
H 12.5174 2.7916 -4.2777
H 11.4538 3.1619 -2.8862
O -2.3820 -3.0126 7.6702
S -3.6369 -3.2630 8.3473
O -3.9481 -4.5409 8.9563
C -3.8952 -1.9754 9.5518
C -4.6242 -0.8832 8.7835
C -5.6671 -1.6028 7.9297
C -4.9735 -2.7885 7.2610
H -2.9375 -1.6477 9.9598
H -4.5245 -2.3836 10.3483
H -5.0839 -0.1554 9.4585
H -3.9212 -0.3472 8.1346
H -6.4783 -1.9649 8.5731
H -6.1120 -0.9347 7.1857
H -5.6549 -3.6333 7.1331
H -4.5426 -2.5079 6.2960
O -0.2031 0.1091 12.8190
S -1.2882 -0.8059 12.5336
O -2.3078 -0.5158 11.5453
C -0.5967 -2.4120 12.1901
C -0.5034 -3.0802 13.5538
C -1.8120 -2.7469 14.2688
C -2.0736 -1.2543 14.0743
H 0.3710 -2.3047 11.6972
H -1.2952 -2.9445 11.5377
H -0.3539 -4.1600 13.4629
H 0.3415 -2.6670 14.1175
H -2.6293 -3.3260 13.8221
H -1.7696 -3.0051 15.3315
H -3.1432 -1.0380 14.0132
H -1.6184 -0.6609 14.8720
*
```

Its SMILES is CC[C@H](Cl)[C@H](C#N)[C@@H](C#N)P(=O)(O)O.O=S1(=O)CCCC1.O=S1(=O)CCCC1.O=S1(=O)CCCC1.O=S1(=O)CCCC1.O=S1(=O)CCCC1.O=S1(=O)CCCC1.O=S1(=O)CCCC1. As for the LUMO energy: 0.08 eV. The highest occupied orbital energy is -9.8 eV. The frontier orbital gap comes out at 9.90 eV.

***

No. 2
C35H67CrN12OP as an isolated structure in a non-equilibrium geometry, computed with ωB97M-V with the def2-TZVPD basis set.

Geometry as ORCA input:
```
! RIJCOSX wB97M-V def2-TZVPD def2/J DEFGRID3
* xyz 3 2
Cr -0.4355 0.5027 0.9171
C -2.2203 1.9724 2.7752
C -3.0761 1.0425 1.8906
N -2.4668 0.8676 0.5447
C -2.6037 2.0541 -0.3557
C -1.2684 2.5045 -0.9060
C -1.1091 3.4965 -1.8552
C 0.1790 3.8634 -2.2198
C 1.2750 3.2514 -1.6208
C 1.0421 2.2627 -0.6873
C 2.0972 1.4566 0.0247
N 1.5780 0.9985 1.3451
C 1.5605 2.0734 2.3900
C 0.2792 1.9808 3.2132
N -0.8388 2.0476 2.2505
N -0.2073 1.8983 -0.3703
H -2.2237 1.5980 3.7994
H -2.6509 2.9738 2.8049
H -4.1009 1.4160 1.8260
H -3.1105 0.0501 2.3369
H -2.9326 0.0856 0.0973
H -3.0478 2.8844 0.2001
H -3.2872 1.8326 -1.1764
H -1.9709 3.9848 -2.2903
H 0.3296 4.6353 -2.9628
H 2.2860 3.5315 -1.8841
H 3.0356 2.0079 0.1138
H 2.2781 0.5554 -0.5686
H 2.1940 0.2572 1.6599
H 1.5748 3.0405 1.8857
H 2.4362 2.0135 3.0364
H 0.2468 2.7917 3.9456
H 0.2344 1.0307 3.7497
H -0.7528 2.9767 1.8137
N -0.0659 -0.9381 -0.1107
P 0.0304 -2.1117 -1.1554
N -1.5140 -2.6036 -1.5404
C -2.2290 -3.8664 -1.3696
C -2.5263 -4.5131 -2.7187
C -3.3181 -3.5509 -3.6052
C -2.5976 -2.2065 -3.7227
C -2.2936 -1.6478 -2.3371
N 0.8535 -1.6093 -2.4969
C 1.5947 -2.5420 -3.3695
C 1.5549 -2.0711 -4.8176
C 2.2168 -0.6925 -4.9764
C 2.0229 0.1545 -3.7071
C 0.7225 -0.2438 -3.0230
N 0.8152 -3.4391 -0.5284
C 1.7838 -3.1917 0.5498
C 3.1916 -3.6633 0.2138
C 3.1703 -5.1492 -0.1257
C 2.2225 -5.3834 -1.2958
C 0.8245 -4.8256 -1.0267
H -3.1825 -3.6465 -0.8654
H -1.6664 -4.5340 -0.7235
H -3.0832 -5.4390 -2.5674
H -1.5810 -4.7661 -3.2089
H -4.3121 -3.3937 -3.1750
H -3.4598 -3.9860 -4.5937
H -3.2048 -1.4933 -4.2831
H -1.6549 -2.3421 -4.2617
H -3.2455 -1.4620 -1.8136
H -1.7529 -0.7009 -2.3989
H 1.1568 -3.5346 -3.2954
H 2.6367 -2.6077 -3.0400
H 0.5145 -2.0322 -5.1492
H 2.0566 -2.8109 -5.4405
H 1.7757 -0.1806 -5.8317
H 3.2805 -0.8055 -5.1857
H 2.0096 1.2179 -3.9501
H 2.8497 -0.0117 -3.0093
H -0.0940 -0.1779 -3.7541
H 0.4757 0.4184 -2.1945
H 1.4576 -3.7340 1.4538
H 1.7717 -2.1255 0.7770
H 3.8474 -3.4647 1.0635
H 3.5696 -3.0959 -0.6412
H 2.8430 -5.7232 0.7477
H 4.1704 -5.4984 -0.3800
H 2.1216 -6.4503 -1.4999
H 2.6439 -4.9219 -2.1896
H 0.3360 -5.4660 -0.2793
H 0.2425 -4.8849 -1.9440
N -1.6602 -3.9798 3.9631
C -1.5962 -3.8992 2.4613
C -1.8037 -2.4595 2.0099
N -0.8609 -1.5164 2.6246
C -0.9393 -1.6165 4.0851
C -0.6884 -3.0314 4.6037
H -1.4757 -4.9359 4.2759
H -2.6084 -3.7508 4.2731
H -2.3594 -4.5563 2.0472
H -0.6138 -4.2629 2.1564
H -2.8227 -2.1424 2.2575
H -1.6812 -2.4121 0.9283
H 0.0776 -1.7540 2.3060
H -1.9317 -1.2805 4.4022
H -0.2097 -0.9571 4.5529
H -0.8057 -3.0860 5.6849
H 0.3132 -3.3707 4.3403
N -0.3024 4.7290 1.2932
C -0.0069 5.8520 1.3467
N 0.2810 7.1258 1.3489
C 1.3993 7.6386 0.5356
C 2.6225 7.7948 1.4293
O 2.3321 8.6247 2.5317
C 1.2970 8.1031 3.3392
C 0.0104 7.9563 2.5385
H 1.0963 8.6100 0.1447
H 1.5940 6.9626 -0.2955
H 3.4420 8.2600 0.8850
H 2.9441 6.8023 1.7812
H 1.1568 8.7970 4.1653
H 1.5947 7.1236 3.7425
H -0.3166 8.9331 2.1818
H -0.7827 7.5076 3.1334
*
```

As for the LUMO energy (spin up / spin down): -7.35 / -6.93 eV. As for the expectation value of S²: 0.788. The highest occupied orbital energy (spin up / spin down) is -15.0 / -15.0 eV. The frontier orbital gap (spin up / spin down) comes out at 7.67 / 8.10 eV.

***

No. 3
A 5-piece molecular cluster, C35H67F3N5O5 overall in a non-equilibrium geometry, computed with ωB97M-V with the def2-TZVPD basis set.

Geometry as ORCA input:
```
! RIJCOSX wB97M-V def2-TZVPD def2/J DEFGRID3
* xyz 1 1
C -7.8006 0.9506 0.0643
C -7.0891 0.2357 1.0447
C -5.5313 0.4833 1.0942
C -4.9535 1.5596 1.9270
C -3.4606 1.7636 1.9469
C -2.6059 0.8782 1.1290
C -3.1989 -0.2024 0.2797
C -2.2727 -1.0684 -0.5462
C -0.7426 -0.7953 -0.4211
C 0.1716 -1.6375 -1.3919
C -0.0493 -1.3124 -2.9382
C 1.6785 -1.1971 -1.0666
N -2.8356 -2.0510 -1.3245
C -4.2326 -2.2960 -1.3953
C -4.8387 -3.4431 -2.2942
C -5.3405 -4.5633 -1.2603
O -4.2505 -4.7706 -0.3438
C -4.6394 -4.5977 1.0207
C -3.6966 -5.4401 1.9902
F -4.2724 -6.7027 2.0867
F -2.3913 -5.4846 1.5773
F -3.7362 -4.8877 3.2588
C -5.1986 -1.5223 -0.6083
C -4.6740 -0.4157 0.2580
H -8.5479 1.7305 0.4023
H -7.6308 0.8138 -1.0452
H -7.5478 -0.5118 1.7452
H -5.6406 2.2029 2.5358
H -3.0020 2.5816 2.5674
H -1.5045 1.0981 1.1792
H -0.5301 0.3034 -0.5217
H -0.4468 -1.0909 0.6362
H 0.0696 -2.7585 -1.2414
H 0.7553 -1.8446 -3.5323
H 0.1332 -0.2006 -3.0715
H -1.0669 -1.6308 -3.2983
H 1.7333 -0.0645 -1.1355
H 2.4305 -1.6924 -1.7338
H 1.8617 -1.4227 0.0316
H -2.2323 -2.6515 -1.8997
H -5.7756 -3.0612 -2.7989
H -4.1136 -3.8452 -3.0480
H -6.2843 -4.2144 -0.7429
H -5.6044 -5.5280 -1.7872
H -4.6248 -3.5195 1.3533
H -5.6627 -5.0618 1.1440
H -6.3041 -1.7290 -0.6323
C 7.9662 -3.5188 -1.9236
C 6.7828 -3.7991 -2.8446
C 5.8546 -2.5861 -3.0442
O 4.9983 -2.3125 -1.9413
C 5.6135 -1.5938 -0.8836
N 6.0494 -4.9637 -2.3352
H 7.6848 -3.5097 -0.8692
H 8.7259 -4.2948 -2.0390
H 8.4333 -2.5596 -2.1620
H 7.1928 -4.0575 -3.8266
H 5.1873 -2.8073 -3.8828
H 6.4192 -1.6885 -3.3256
H 6.3495 -0.8735 -1.2489
H 6.0745 -2.2853 -0.1757
H 4.8331 -1.0500 -0.3479
H 5.3216 -5.2107 -3.0029
H 5.5271 -4.6580 -1.5150
C -4.6511 5.4864 7.2052
C -5.0079 4.0186 6.9927
C -4.5651 3.4671 5.6242
O -5.3808 3.8769 4.5308
C -5.0913 5.1751 4.0349
N -6.4490 3.8441 7.2060
H -5.3204 6.1628 6.6712
H -4.7253 5.7428 8.2639
H -3.6268 5.6942 6.8849
H -4.4780 3.4439 7.7596
H -4.6501 2.3764 5.6576
H -3.5094 3.6901 5.4222
H -4.0248 5.4097 4.0933
H -5.6759 5.9239 4.5711
H -5.3976 5.2098 2.9874
H -6.6694 2.8510 7.1631
H -6.9256 4.2297 6.3917
C 9.0680 0.0039 3.9759
C 7.5556 -0.0861 3.7991
C 7.1257 -0.6486 2.4310
O 7.2488 0.2692 1.3514
C 8.5608 0.3847 0.8248
N 6.9681 1.2353 4.0492
H 9.5030 0.8522 3.4454
H 9.3171 0.1326 5.0313
H 9.5609 -0.9074 3.6278
H 7.1822 -0.7754 4.5640
H 6.0596 -0.8907 2.4868
H 7.6453 -1.5873 2.1999
H 9.1009 -0.5658 0.8531
H 9.1173 1.1555 1.3606
H 8.4770 0.7054 -0.2154
H 5.9536 1.1521 4.0295
H 7.1756 1.8177 3.2387
C -0.9541 1.8299 -6.8057
C -1.0320 2.5406 -5.4582
C -0.6317 4.0265 -5.5188
O 0.7668 4.2539 -5.6161
C 1.2982 4.1205 -6.9249
N -0.2194 1.8019 -4.4827
H 0.0694 1.5844 -7.0923
H -1.5042 0.8867 -6.7674
H -1.3952 2.4386 -7.5985
H -2.0771 2.4996 -5.1325
H -0.9380 4.4962 -4.5790
H -1.1653 4.5552 -6.3180
H 0.5949 4.4584 -7.6907
H 1.5951 3.0863 -7.1097
H 2.1975 4.7351 -6.9848
H -0.3524 2.2212 -3.5638
H 0.7589 1.9977 -4.6949
*
```

As for the LUMO energy: -4.05 eV. The highest occupied orbital energy is -10.6 eV. The frontier orbital gap comes out at 6.58 eV.

***

No. 4
C35H67IrN13SeSi as an isolated structure in a non-equilibrium geometry, computed with ωB97M-V with the def2-TZVPD basis set.

Geometry as ORCA input:
```
! RIJCOSX wB97M-V def2-TZVPD def2/J DEFGRID3
* xyz 2 2
Ir 0.0306 0.7367 -0.1677
C 1.1316 -2.8836 3.9486
N 1.4388 -1.8591 2.9515
C 2.7440 -2.0446 2.3310
C 1.0054 -0.5613 3.1577
N 0.8435 0.2669 2.1562
C 1.0876 1.6484 2.5530
C -0.1162 2.5176 2.3237
N -0.5849 2.4593 0.9180
C -0.0033 3.5513 0.1257
C 1.4845 3.3404 0.0155
N 1.7724 1.9305 -0.3188
C 2.9624 1.7260 -0.8273
N 3.9068 2.6997 -0.7397
C 4.1873 3.4180 0.5015
C 4.9051 2.8888 -1.7911
N 3.3244 0.4854 -1.3706
C 3.4133 0.3403 -2.8203
C 4.4850 -0.0883 -0.6897
C -2.0611 2.5336 0.8822
C -2.5960 1.1669 1.2163
N -2.2346 0.2493 0.1360
C -3.2057 -0.5861 -0.2244
N -4.2917 -0.8607 0.5644
C -4.3164 -0.9666 2.0157
C -5.6220 -0.9581 -0.0306
N -3.2297 -1.1941 -1.4316
C -2.9315 -0.4890 -2.6565
C -3.7725 -2.5286 -1.6291
N 0.7829 -0.1855 4.4487
C -0.4105 0.5324 4.8528
C 1.7077 -0.5136 5.5234
H 0.1881 -2.6580 4.4397
H 1.9195 -2.9859 4.6984
H 1.0300 -3.8411 3.4410
H 3.5449 -1.9705 3.0756
H 2.8883 -1.2902 1.5677
H 2.8022 -3.0319 1.8733
H 1.9305 1.9932 1.9573
H 1.3871 1.7510 3.5999
H 0.0958 3.5566 2.5931
H -0.9320 2.1831 2.9607
H -0.2360 4.5260 0.5666
H -0.4652 3.4959 -0.8461
H 1.9589 3.6289 0.9538
H 1.9031 3.9889 -0.7580
H 3.7297 2.9090 1.3488
H 3.8594 4.4591 0.4751
H 5.2660 3.4023 0.6604
H 4.4658 2.7494 -2.7749
H 5.7710 2.2338 -1.6785
H 5.2505 3.9192 -1.7314
H 2.6413 0.9281 -3.3027
H 3.2586 -0.7071 -3.0767
H 4.3894 0.6406 -3.2129
H 5.4337 0.3866 -0.9599
H 4.5531 -1.1425 -0.9548
H 4.3545 -0.0097 0.3870
H -2.3586 2.8041 -0.1318
H -2.4217 3.3065 1.5669
H -3.6718 1.2318 1.3672
H -2.1525 0.8224 2.1575
H -3.3150 -0.9759 2.4278
H -4.8059 -1.9030 2.2919
H -4.8928 -0.1516 2.4625
H -5.5948 -0.6792 -1.0795
H -6.2904 -0.2693 0.4897
H -6.0330 -1.9657 0.0626
H -2.4836 0.4689 -2.4263
H -3.8568 -0.3334 -3.2227
H -2.2540 -1.0737 -3.2720
H -3.9112 -3.0303 -0.6768
H -3.0619 -3.1067 -2.2224
H -4.7241 -2.5040 -2.1662
H -1.1084 0.5813 4.0185
H -0.1901 1.5427 5.2100
H -0.8972 -0.0131 5.6650
H 2.6355 -0.9113 5.1200
H 1.2820 -1.2316 6.2280
H 1.9470 0.3997 6.0718
C 1.5027 -2.6654 -0.5978
C 0.9080 -1.9415 -1.7572
C 0.8644 -2.5150 -3.0139
C 0.3984 -1.7688 -4.0946
C 0.0124 -0.4598 -3.9227
C 0.0815 0.0822 -2.6284
N 0.4828 -0.6804 -1.5892
N -0.2321 1.3277 -2.1620
Si -0.5137 2.6084 -3.3862
C -2.1194 2.3061 -4.2968
C 0.9274 2.6407 -4.5835
C -0.6364 4.3879 -2.8134
H 2.5069 -3.0059 -0.8573
H 0.9098 -3.5467 -0.3560
H 1.5466 -2.0152 0.2692
H 1.2116 -3.5303 -3.1445
H 0.3454 -2.2190 -5.0777
H -0.3684 0.1199 -4.7480
H -2.2351 1.2990 -4.6965
H -2.1764 2.9976 -5.1411
H -2.9809 2.5068 -3.6557
H 1.2096 1.6830 -5.0161
H 1.8148 3.0710 -4.1105
H 0.6576 3.3016 -5.4112
H -1.5576 4.6353 -2.2829
H -0.6533 4.9575 -3.7473
H 0.2135 4.7621 -2.2429
Se -1.1293 -2.2804 1.5212
C -1.5927 -4.1221 1.3478
C -2.9282 -4.5139 1.4000
C -3.2377 -5.8591 1.2712
N -2.3245 -6.8148 1.1246
C -1.0518 -6.4378 1.0908
C -0.6342 -5.1166 1.1861
H -3.7173 -3.7887 1.5451
H -4.2710 -6.1861 1.3036
H -0.3202 -7.2297 0.9753
H 0.4212 -4.8858 1.1300
*
```

As for the LUMO energy (spin up / spin down): -4.37 / -6.30 eV. As for the expectation value of S²: 0.755. The highest occupied orbital energy (spin up / spin down) is -12.6 / -12.6 eV. The frontier orbital gap (spin up / spin down) comes out at 8.26 / 6.32 eV.